Version A
Molecular formula: C6H13N3
Method: DFT, the ωB97M-V functional and the def2-TZVPD basis

Atoms and positions in Å:
C 1.68954 -0.38940 1.05171
C 3.13021 -0.04383 0.79218
C -2.62197 1.26978 -0.88029
C 0.11206 0.68249 0.20638
C -2.09274 -0.02703 -0.32600
N 1.34264 -1.70525 0.84091
N -2.98962 -1.09717 -0.35042
C 0.92743 0.97860 -0.83514
N -0.90342 -0.21093 0.09052
H 1.31278 -0.00880 1.99280
H 0.33370 -1.84203 0.89074
H 1.70238 -2.09227 -0.02313
H -2.67989 -1.90624 0.16850
H -3.95821 -0.86191 -0.18709
H 3.45277 -0.36087 -0.19970
H 3.29909 1.02569 0.89182
H 3.74848 -0.55928 1.53333
H -2.54340 1.28890 -1.96927
H -3.67468 1.40882 -0.62008
H -2.03922 2.10105 -0.48338
H 1.73982 1.68274 -0.72324
H 0.71224 0.66697 -1.86118

Results
- Lowest unoccupied orbital energy: 0.888 eV
- Highest occupied orbital energy: -6.78 eV
- Charge: 0
- Molecular weight: 127.19 g mol⁻¹

---

Version B
Molecular formula: C6H13N3
Method: DFT, the ωB97M-V functional and the def2-TZVPD basis

Atoms and positions in Å:
C -0.53247 -1.87724 -0.75525
C 1.85528 0.71268 1.00560
C -1.23223 1.68506 0.82769
C -0.20462 -0.48347 -0.27512
C 1.26144 -0.02472 -0.19156
C -1.28534 0.40672 0.03719
N 2.20691 -1.03825 -0.68103
N -2.53549 0.06048 -0.35652
N 0.45330 0.55049 -1.17911
H 2.33604 -0.91150 -1.67814
H 3.10626 -0.96686 -0.22159
H -2.70862 -0.84179 -0.76949
H -3.31551 0.67396 -0.18370
H -1.03470 -1.86804 -1.72962
H 0.39168 -2.44023 -0.87058
H -1.16567 -2.40582 -0.03336
H 2.55022 1.48494 0.65998
H 1.13163 1.20823 1.64509
H 2.41725 0.04018 1.66292
H -1.22183 1.46491 1.89985
H -0.36078 2.27107 0.56332
H -2.11276 2.29920 0.62344

Results
- Lowest unoccupied orbital energy: 0.809 eV
- Highest occupied orbital energy: -7.18 eV
- Charge: 0
- Molecular weight: 127.19 g mol⁻¹

---

Version C
Molecular formula: C6H13N3
Method: DFT, the ωB97M-V functional and the def2-TZVPD basis

Atoms and positions in Å:
H 2.64688 1.17709 1.36232
N 1.96150 0.97868 0.63838
C 0.76354 1.29012 0.90082
C -0.34151 1.01692 -0.06636
C 0.05639 1.34894 -1.50648
C -0.78966 -0.46383 0.13987
C -1.67462 -0.63337 1.36263
N -1.18187 -1.29149 -0.96287
C 0.15077 -1.57879 -0.17441
N 1.41817 -1.34334 -0.72448
H 0.45758 1.69570 1.87181
H -1.19919 1.64016 0.20877
H -0.82261 1.28446 -2.14826
H 0.81151 0.65851 -1.87345
H 0.46185 2.36005 -1.54995
H -2.56638 -0.01329 1.25928
H -1.99347 -1.67156 1.44235
H -1.14377 -0.35585 2.27521
H -0.92057 -0.94144 -1.87849
H 0.01898 -2.49946 0.39515
H 1.99285 -2.17612 -0.71427
H 1.89366 -0.48212 -0.25756

Results
- Lowest unoccupied orbital energy: 0.895 eV
- SMILES string: [H]/N=C/[C@@H](C)[C@@]1(C)N[C@H]1N
- Highest occupied orbital energy: -8.25 eV
- Charge: 0
- Molecular weight: 127.19 g mol⁻¹

---

Version D
Molecular formula: C6H13N3
Method: DFT, the ωB97M-V functional and the def2-TZVPD basis

Atoms and positions in Å:
C 3.15783 -0.76094 0.52335
C 1.87951 -0.84544 -0.64632
C 0.98368 0.32967 -0.43006
C 1.65536 1.31178 0.47789
C -0.28589 0.09483 -0.82486
C -2.44930 0.78864 -0.23156
H 3.32492 0.15332 0.89235
H 4.00854 -1.18143 -0.13003
H 2.60965 -1.33309 1.38577
H 1.51476 -2.03705 -0.77855
H 2.24842 -0.52307 -1.90640
H 0.97103 2.24040 -0.08524
H 2.79466 1.41618 0.35462
H 1.46997 1.26581 1.73570
H -0.81102 -0.66970 -1.42452
H -2.87068 1.71852 -0.18339
H -2.34613 -1.26985 -0.13371
H -5.05792 -0.00408 -0.09776
H -4.32774 -0.64226 1.68109
N -1.18723 1.10957 -0.49951
N -3.08356 -0.41118 -0.14422
N -4.19886 -0.75063 0.46538

Results
- Lowest unoccupied orbital energy: 0.661 eV
- Highest occupied orbital energy: -7.44 eV
- Charge: 0
- Molecular weight: 127.19 g mol⁻¹

---

It is version C that is most stable; the runner-up trails by 26.9 kcal/mol.

---

Version A
Molecular formula: CH11NO6
Method: DFT, the ωB97M-V functional and the def2-TZVPD basis

Atoms and positions in Å:
N -0.24456 -1.54144 1.68045
C 0.92234 -0.77079 1.88200
O 1.57387 -0.90647 2.88384
O 1.11217 0.15402 0.95751
H -0.20759 -2.39401 2.20693
H -0.75576 -1.33093 0.84113
H 0.37272 0.45704 0.43757
O -4.21800 -1.18839 -0.85720
H -3.83441 -1.57051 -0.04574
H -4.64824 -0.36328 -0.69013
O -0.16859 1.74239 -2.49963
H -0.13246 1.28178 -3.34869
H 0.73115 2.05093 -2.33281
O -1.19207 -0.18013 -0.95455
H -2.14528 -0.20040 -0.83123
H -0.90959 0.44067 -1.64894
O 2.93998 2.16172 -1.55975
H 2.55929 1.45995 -1.03446
H 3.83152 2.40488 -1.29853

Results
- Lowest unoccupied orbital energy: 0.287 eV
- SMILES string: NC(=O)O.O.O.O.O
- Highest occupied orbital energy: -10.03 eV
- Charge: 0
- Molecular weight: 133.10 g mol⁻¹

---

Version B
Molecular formula: CH11NO6
Method: DFT, the ωB97M-V functional and the def2-TZVPD basis

Atoms and positions in Å:
N 1.77785 -1.16707 0.46509
C 1.17468 -1.07614 1.66688
O 1.44596 -0.41468 2.62786
O 0.01623 -1.83249 1.57525
H 2.45701 -0.49280 0.16022
H 1.34596 -1.70347 -0.26297
H -0.53415 -1.85761 2.36146
O -2.41165 -0.93435 0.10584
H -1.65260 -0.95563 0.69829
H -2.24327 -1.61327 -0.54645
O 1.55265 1.57282 -1.05527
H 1.66734 1.56515 -2.00598
H 0.64467 1.75356 -0.81517
O -0.80186 -0.26352 -2.08499
H -0.46917 0.03764 -2.93581
H -1.29981 0.49472 -1.75390
O -0.73899 2.12846 0.28375
H -1.29231 1.71426 0.95315
H -0.63854 3.04442 0.56274

Results
- Lowest unoccupied orbital energy: 0.282 eV
- SMILES string: NC(=O)O.O.O.O.O
- Highest occupied orbital energy: -10.30 eV
- Charge: 0
- Molecular weight: 133.10 g mol⁻¹

---

Version C
Molecular formula: CH11NO6
Method: DFT, the ωB97M-V functional and the def2-TZVPD basis

Atoms and positions in Å:
N -0.05961 1.25122 2.48904
C 0.13848 -0.08755 2.42685
O 0.50013 -0.72895 3.40162
O 0.01568 -0.69928 1.26486
H -0.09691 1.49489 3.46710
H -0.00786 1.73392 1.69116
H 0.01835 0.09088 0.58784
O 2.04476 3.04202 -1.98892
H 1.81041 3.77055 -2.49480
H 2.28081 2.38928 -2.81044
O -0.50682 -0.90134 -3.22712
H -1.39153 -0.69646 -3.33022
H -0.63474 -1.71192 -2.75532
O -0.10155 0.73737 -1.02889
H 0.58933 1.41956 -1.40831
H -0.39093 0.17415 -1.80506
O -1.87964 -2.77218 -1.11910
H -1.57884 -2.66629 -0.14823
H -1.59222 -3.65292 -1.39765

Results
- Lowest unoccupied orbital energy: 0.195 eV
- SMILES string: NC(=O)O.O.O.O.O
- Highest occupied orbital energy: -9.57 eV
- Charge: 0
- Molecular weight: 133.10 g mol⁻¹

---

It is version B that is most stable; the runner-up trails by 4.3 kcal/mol.